Molecular formula: C32H44Br2Cl61FN3O
Method: DFT, ωB97M-V/def2-TZVPD

Calculated values
E_HOMO in eV: -11.636
Electronic energy in Ha: -34804.24399
Strongest force on any atom in eV/A: 3.1
HOMO-LUMO gap in eV: 8.94

Geometry as ORCA input:
```
! RIJCOSX wB97M-V def2-TZVPD def2/J DEFGRID3
* xyz 1 1
C 6.2202 -2.0817 -0.0625
C 4.8875 -1.7149 -1.0039
F 4.2386 -3.0541 -1.2664
C 3.9482 -0.7369 -0.0863
C 2.3786 -1.3136 -0.0443
Cl 2.3187 -2.5616 1.3272
N 1.3691 -0.2215 0.3115
C 1.3215 0.9248 -0.6726
C -0.0308 1.0042 -1.5929
Br -0.7528 -0.8037 -2.1529
C -1.2440 1.8577 -0.8203
C -1.6306 1.1835 0.6585
Br -0.8082 3.8214 -0.6237
C 2.7359 0.9162 -1.5578
N 3.8456 0.6946 -0.5553
C 5.1681 1.2797 -0.9905
C 5.1803 2.9073 -0.6291
O 6.2796 3.6359 -1.3262
C 5.2667 3.1864 1.0132
N 6.5215 4.0222 1.2743
H 6.7998 -3.0263 -0.4386
H 5.7618 -2.3817 0.9984
H 6.8945 -1.1414 0.1424
H 5.1726 -1.2958 -2.0580
H 4.2861 -0.7200 1.0572
H 2.0415 -1.7530 -1.0888
H 0.4509 -0.6683 0.5246
H 1.7099 0.1917 1.2315
H 1.3707 1.9334 -0.0368
H 0.1500 1.5889 -2.6179
H -2.2565 1.8273 -1.4508
H -1.6990 -0.0056 0.5809
H -2.6698 1.5437 1.0662
H -0.7558 1.3779 1.4469
H 2.8273 1.9629 -2.1244
H 2.7016 0.1042 -2.4268
H 6.1079 0.8080 -0.4347
H 5.3399 1.2104 -2.1544
H 4.1788 3.4397 -1.0016
H 7.0330 2.9663 -1.4546
H 5.3393 2.1019 1.4986
H 4.3064 3.7779 1.4040
H 6.4280 4.3910 2.2568
H 7.3105 3.3134 1.2889
C 6.4470 7.3236 -1.6884
Cl 7.7953 8.4204 -1.3438
Cl 4.9136 8.0382 -1.1616
Cl 6.3898 6.9316 -3.4155
H 6.6052 6.3974 -1.1300
C -1.8656 -4.8848 -1.0652
Cl -2.5811 -4.1845 -2.5271
Cl -1.6376 -3.6391 0.1740
Cl -2.8781 -6.2005 -0.4458
H -0.8866 -5.2963 -1.3241
C -0.4940 -9.0250 -0.1947
Cl -0.0841 -10.5211 -1.0509
Cl 0.1618 -9.0504 1.4512
Cl 0.1085 -7.6149 -1.0826
H -1.5827 -8.9521 -0.1305
C 7.7371 -6.3968 0.6554
Cl 9.2015 -5.4385 0.3791
Cl 7.4551 -6.6159 2.3909
Cl 6.3364 -5.6274 -0.1101
H 7.8793 -7.3814 0.2026
C 1.8261 9.8736 -0.2287
Cl 1.1105 10.5739 -1.6906
Cl 2.0541 11.1193 1.0106
Cl 0.8136 8.5579 0.3907
H 2.8051 9.4621 -0.4876
C -5.3739 -1.5786 -2.5200
Cl -6.0895 -0.8782 -3.9819
Cl -5.1459 -0.3329 -1.2807
Cl -6.3864 -2.8942 -1.9006
H -4.3949 -1.9901 -2.7789
C -8.7733 -0.1700 1.0512
Cl -8.5302 -0.2024 -0.7036
Cl -7.3129 -0.7174 1.8920
Cl -9.2262 1.4574 1.5866
H -9.5897 -0.8534 1.2985
C -1.0220 -12.4266 2.5477
Cl -0.8204 -13.6855 3.7781
Cl -0.5162 -13.0237 0.9580
Cl -2.7035 -11.8699 2.4969
H -0.3864 -11.5786 2.8152
C -3.0049 7.8936 1.3750
Cl -2.5395 6.3348 0.6729
Cl -2.2160 8.1298 2.9439
Cl -2.6013 9.2189 0.2701
H -4.0868 7.8922 1.5303
C 7.5886 0.9142 -4.6671
Cl 9.0531 0.1493 -5.3071
Cl 6.2008 -0.1772 -4.8158
Cl 7.8247 1.3936 -2.9776
H 7.3845 1.8129 -5.2547
C 12.1272 -8.5673 1.4806
Cl 13.4755 -7.4705 1.8251
Cl 10.5937 -7.8527 2.0073
Cl 12.0699 -8.9593 -0.2466
H 12.2853 -9.4935 2.0389
C -5.5745 -9.8280 0.6335
Cl -4.1100 -8.8697 0.3572
Cl -5.8565 -10.0471 2.3690
Cl -6.9752 -9.0586 -0.1320
H -5.4322 -10.8126 0.1807
C 2.8174 8.7277 4.1870
Cl 1.1749 8.6713 3.5248
Cl 4.0031 8.2803 2.9487
Cl 3.1721 10.3385 4.8346
H 2.8841 8.0055 5.0046
C -6.6056 7.4115 3.3582
Cl -6.1957 5.9154 2.5019
Cl -5.9498 7.3860 5.0040
Cl -6.0031 8.8216 2.4702
H -7.6943 7.4843 3.4223
C -8.6766 5.9415 7.7908
Cl -8.4334 5.9090 6.0360
Cl -7.2161 5.3941 8.6315
Cl -9.1294 7.5688 8.3261
H -9.4929 5.2580 8.0380
C 16.2886 -6.4094 -1.1544
Cl 17.7531 -7.1743 -1.7945
Cl 14.9008 -7.5008 -1.3032
Cl 16.5247 -5.9300 0.5351
H 16.0845 -5.5107 -1.7421
C -10.3776 -3.8999 -2.9994
Cl -8.9836 -3.0004 -3.6217
Cl -10.4418 -3.8028 -1.2314
Cl -11.8807 -3.2880 -3.7110
H -10.2647 -4.9494 -3.2828
C -1.9024 12.6421 -3.7857
Cl -0.4379 11.8772 -4.4257
Cl -3.2903 11.5506 -3.9344
Cl -1.6664 13.1215 -2.0962
H -2.1065 13.5408 -4.3734
C -15.6974 -4.4590 -2.6116
Cl -14.0165 -4.5213 -2.0546
Cl -16.0234 -5.7739 -3.7536
Cl -16.8119 -4.5390 -1.2363
H -15.8543 -3.5082 -3.1272
C -12.7470 -0.3265 0.1287
Cl -14.0335 -1.3891 -0.4673
Cl -13.4355 1.1208 0.8843
Cl -11.7066 -1.1908 1.2735
H -12.1369 -0.0135 -0.7224
*
```



Molecular formula: C32H44BrMgN3P2
Method: DFT, ωB97M-V/def2-TZVPD

Calculated values
E_HOMO in eV: -11.497
Energy above the lowest of the compared OMol25 structures with the same formula, charge and spin in kcal/mol: 6.9
Electronic energy in Ha: -4866.16067
Strongest force on any atom in eV/A: 2.7
HOMO-LUMO gap in eV: 3.26

Geometry as ORCA input:
```
! RIJCOSX wB97M-V def2-TZVPD def2/J DEFGRID3
* xyz 2 1
C -1.2492 6.1753 -2.4812
C -1.5555 4.8242 -2.6556
C -1.7070 4.3029 -3.9466
C -1.3475 5.1095 -5.0274
N -1.0062 6.3856 -4.8466
C -0.9092 6.9130 -3.6315
C -1.5489 3.9261 -1.5167
C -0.8271 3.0312 -1.0267
C -0.1082 1.9952 -0.3754
C 0.9674 2.2770 0.4790
C 1.8497 1.2661 0.8817
C 1.6262 -0.0711 0.5581
C 0.4720 -0.3657 -0.2373
C -0.4195 0.6518 -0.6269
Mg -2.5487 2.6364 -0.0334
P 2.9468 -1.2894 0.6457
H -2.0469 3.2760 -4.0489
H -1.2555 6.6021 -1.4820
H -1.4022 4.6846 -6.0292
H -0.6091 7.9599 -3.5092
H -1.3738 0.4196 -1.1071
H 1.0897 3.2760 0.8451
H 0.4528 -1.2836 -0.8294
H 2.6714 1.5751 1.5340
C 2.6976 -2.5004 1.9124
C 3.4019 -3.8372 1.6909
H 1.6018 -2.6563 2.0020
H 3.0543 -1.9886 2.8166
H 3.4666 -4.3599 2.6587
H 2.8022 -4.4630 1.0084
H 4.4260 -3.7300 1.2953
C 3.1618 -1.9230 -1.0254
C 3.5411 -0.8589 -2.0594
H 2.2493 -2.4644 -1.3317
H 3.9584 -2.6687 -0.8685
H 3.4648 -1.3061 -3.0520
H 2.8745 0.0070 -2.0328
H 4.5793 -0.5319 -1.9270
C 4.3813 -0.3049 1.1167
C 5.6863 -1.0725 1.2571
H 4.1123 0.1483 2.0845
H 4.4584 0.5049 0.3737
H 6.4490 -0.3501 1.5560
H 5.6323 -1.8326 2.0475
H 6.0189 -1.5406 0.3222
Br -0.4660 -1.6854 1.6023
P -2.6603 -3.0012 -1.8833
C -0.8930 -3.4225 -1.5187
C -0.5714 -4.9126 -1.7042
H -0.6905 -3.1139 -0.4695
H -0.2732 -2.8235 -2.1987
H 0.5144 -5.0468 -1.7574
H -0.9233 -5.5333 -0.8692
H -1.0110 -5.2986 -2.6314
C -3.4884 -2.8266 -0.2543
C -4.7049 -3.7497 -0.0883
H -3.7932 -1.7720 -0.1778
H -2.7206 -3.0375 0.5059
H -4.9924 -3.7671 0.9638
H -5.5651 -3.3819 -0.6549
H -4.4924 -4.7748 -0.4013
C -2.6937 -1.3905 -2.7383
C -3.1475 -1.6053 -4.1928
H -1.6900 -0.9461 -2.6864
H -3.4070 -0.7555 -2.1867
H -3.4357 -0.6640 -4.6618
H -2.3364 -2.0312 -4.7886
H -4.0048 -2.2834 -4.2518
N -2.9947 2.7315 4.0666
C -2.9600 2.6945 2.6951
N -1.7426 2.3430 2.2598
C -0.9672 2.1013 3.4151
C 0.3223 1.6120 3.6179
C 0.8460 1.4426 4.9082
C 0.0513 1.6823 6.0325
C -1.2516 2.1638 5.8544
C -1.7383 2.3474 4.5585
H -3.8146 2.9610 4.6277
H -3.8606 2.9056 2.1035
H 0.9129 1.3577 2.7602
H 1.8682 1.0765 5.0140
H 0.4829 1.4955 7.0286
H -1.8875 2.3598 6.7240
*
```



Molecular formula: C32H44BrN3P2PbS
Method: DFT, ωB97M-V/def2-TZVPD

Calculated values
E_HOMO (alpha / beta) in eV: -16.683 / -16.683
Electronic energy in Ha: -5255.95551
Strongest force on any atom in eV/A: 4.3
HOMO-LUMO gap (alpha / beta) in eV: 2.94 / 2.94

Geometry as ORCA input:
```
! RIJCOSX wB97M-V def2-TZVPD def2/J DEFGRID3
* xyz 4 1
C -0.2489 6.5902 -3.6922
C -0.3576 5.2174 -4.0730
C -0.7498 4.9852 -5.4155
C -0.8664 6.0600 -6.3192
N -0.6806 7.3229 -5.9340
C -0.3870 7.6038 -4.6639
C -0.1111 4.0960 -3.1708
C 0.0311 3.2618 -2.2708
C 0.0627 2.6441 -0.9569
C 1.0712 2.7676 0.0092
C 0.9731 2.0955 1.2565
C -0.1293 1.3275 1.4276
C -1.2715 1.4178 0.6845
C -1.1091 1.9319 -0.6467
Pb -0.9315 -0.5534 -1.5639
P 2.7472 -1.4421 1.0692
H -0.9476 3.9941 -5.8147
H -0.0330 6.9255 -2.6836
H -1.1053 5.9133 -7.3875
H -0.2486 8.6761 -4.4295
H -1.8753 1.8912 -1.4387
H 1.9150 3.4420 -0.2279
H -2.2400 1.0582 1.0026
H 1.7145 2.0894 2.0501
C 3.0835 -3.1229 1.6570
C 4.0483 -3.9739 0.8200
H 2.1002 -3.6142 1.7772
H 3.4793 -2.9603 2.6731
H 4.2694 -4.8643 1.4134
H 3.5956 -4.3172 -0.1177
H 4.9985 -3.4564 0.6269
C 2.4667 -1.4890 -0.7204
C 3.3585 -0.6445 -1.6393
H 1.4161 -1.1709 -0.8770
H 2.5290 -2.5596 -0.9827
H 3.0513 -0.8784 -2.6649
H 3.1637 0.4255 -1.5050
H 4.4412 -0.8528 -1.5672
C 4.0562 -0.2632 1.4357
C 5.4776 -0.8390 1.3904
H 3.7876 0.1822 2.4106
H 3.9455 0.5347 0.6821
H 6.1687 -0.0168 1.5912
H 5.6420 -1.6051 2.1575
H 5.7542 -1.2324 0.4002
Br 0.5680 -0.7758 2.0884
P -2.2133 -3.2573 -1.6433
C -0.4232 -3.7210 -1.6326
C -0.0490 -5.1883 -2.0375
H -0.0625 -3.4898 -0.6032
H 0.1064 -3.0489 -2.3298
H 1.0248 -5.2172 -2.2919
H -0.2273 -5.8863 -1.1995
H -0.5856 -5.5647 -2.9278
C -3.0487 -3.1725 0.0254
C -4.2425 -4.1420 0.1738
H -3.3543 -2.1169 0.1679
H -2.2770 -3.4392 0.7661
H -4.4612 -4.2963 1.2468
H -5.1631 -3.7530 -0.2936
H -3.9246 -5.0958 -0.3078
C -2.6230 -1.7742 -2.6793
C -2.8463 -2.0757 -4.1974
H -1.7981 -0.9756 -3.0188
H -3.4703 -1.2634 -2.1908
H -3.1483 -1.1131 -4.6282
H -1.8598 -2.3347 -4.6123
H -3.5696 -2.8541 -4.4300
N -3.8509 -0.0570 2.5701
C -3.0971 0.4974 3.5428
N -1.9514 1.1029 3.3908
C -1.4257 1.5131 4.6028
C -0.1609 2.0825 4.8133
C 0.2356 2.4055 6.1161
C -0.6333 2.2233 7.1907
C -1.9060 1.6710 7.0030
C -2.2752 1.2746 5.7172
S -3.7268 0.4343 5.2109
H -4.7802 -0.3737 2.7866
H -3.6102 0.0958 1.6034
H 0.4767 2.2543 3.9511
H 1.2303 2.8110 6.2874
H -0.3185 2.4995 8.1927
H -2.6134 1.5235 7.8046
*
```



Molecular formula: C32H44BrN3P2PdS
Method: DFT, ωB97M-V/def2-TZVPD

Calculated values
E_HOMO (alpha / beta) in eV: -13.042 / -13.043
Energy above the lowest of the compared OMol25 structures with the same formula, charge and spin in kcal/mol: 135.2
Electronic energy in Ha: -5191.84138
Strongest force on any atom in eV/A: 3.8
HOMO-LUMO gap (alpha / beta) in eV: 5.30 / 4.64

Geometry as ORCA input:
```
! RIJCOSX wB97M-V def2-TZVPD def2/J DEFGRID3
* xyz 2 3
C -0.9590 -5.2888 5.3753
C -1.3138 -5.1175 4.0166
C -1.9181 -6.2574 3.4693
C -2.1174 -7.4341 4.2083
N -1.7680 -7.5405 5.4779
C -1.1920 -6.5036 6.0563
C -1.0643 -3.9493 3.1765
C -0.7286 -2.9254 2.5762
C 0.1022 -1.8617 2.0611
C 0.2130 -0.5289 2.5005
C 0.7065 0.4485 1.5782
C 1.1630 -0.1255 0.4504
C 1.4896 -1.3471 0.0271
C 0.7998 -2.2923 0.9202
Pd -1.3198 -1.7339 -0.2611
P -1.1693 2.2166 -0.1533
H -2.1998 -6.1953 2.4373
H -0.4726 -4.4549 5.8767
H -2.5702 -8.2925 3.7128
H -0.8827 -6.6033 7.0988
H 0.8186 -3.3720 0.7169
H -0.0562 -0.3094 3.5371
H 2.3424 -1.7676 -0.5373
H 0.8991 1.4477 1.9458
C -1.2632 3.7653 -1.3193
C -2.5216 4.2148 -2.0094
H -0.4630 3.5539 -2.0324
H -0.8961 4.5587 -0.6738
H -2.2713 5.1245 -2.5709
H -2.9145 3.4810 -2.7192
H -3.3114 4.4937 -1.3047
C -2.7482 1.2483 -0.5141
C -3.7895 0.9401 0.5919
H -2.4667 0.1933 -0.8791
H -3.2185 1.7308 -1.3876
H -4.3573 0.0760 0.1990
H -3.2934 0.5931 1.5163
H -4.5308 1.7299 0.8266
C -1.7425 3.0804 1.3900
C -2.8971 4.1013 1.3831
H -0.8230 3.5825 1.7331
H -1.9799 2.2601 2.0831
H -3.0647 4.3793 2.4395
H -2.6484 5.0242 0.8313
H -3.8461 3.6975 0.9901
Br 1.3514 1.9587 -1.7900
P -0.0327 -0.5612 -2.6661
C -1.4622 0.2817 -3.4850
C -2.0503 0.4394 -4.8812
H -1.3303 1.3354 -3.1999
H -2.2821 -0.2094 -2.9542
H -3.0580 0.8385 -4.6844
H -1.6169 1.2181 -5.5084
H -2.1974 -0.4617 -5.4805
C 1.6191 -0.1537 -3.7232
C 2.2432 -0.8527 -4.9411
H 2.4149 -0.3652 -2.9673
H 1.5734 0.9015 -4.0454
H 3.1890 -0.3322 -5.2008
H 2.5734 -1.8748 -4.7106
H 1.6456 -0.8642 -5.8723
C -0.0554 -2.4103 -2.6826
C -0.8364 -3.5427 -3.4192
H -0.7515 -2.6262 -1.6507
H 0.9242 -2.8186 -2.4018
H -0.6717 -4.4553 -2.8085
H -1.9392 -3.4963 -3.4789
H -0.4838 -3.7907 -4.4232
N 3.7923 -0.1755 -0.8272
C 3.9761 0.6449 0.2192
N 3.0342 1.4417 0.6856
C 3.6097 2.4490 1.4311
C 2.9882 3.6324 1.8161
C 3.6955 4.5315 2.5911
C 5.0352 4.3397 2.9269
C 5.6748 3.1829 2.4731
C 4.9838 2.2397 1.7141
S 5.5502 0.7472 1.0311
H 4.5139 -0.8457 -1.1255
H 3.1811 0.3674 -1.4703
H 1.9798 3.7974 1.4507
H 3.1947 5.4120 2.9441
H 5.5658 5.0657 3.5534
H 6.7031 2.9714 2.7207
*
```



Molecular formula: C32H44BrN3P2Sn
Method: DFT, ωB97M-V/def2-TZVPD

Calculated values
E_HOMO (alpha / beta) in eV: -12.293 / -12.292
Electronic energy in Ha: -4880.31013
Strongest force on any atom in eV/A: 3.2
HOMO-LUMO gap (alpha / beta) in eV: 4.44 / 4.44

Geometry as ORCA input:
```
! RIJCOSX wB97M-V def2-TZVPD def2/J DEFGRID3
* xyz 2 1
C -5.7639 0.3652 -4.5798
C -4.6057 1.1471 -4.3941
C -4.4070 2.1949 -5.3067
C -5.3323 2.4122 -6.3343
N -6.4316 1.6683 -6.4791
C -6.6403 0.6573 -5.6372
C -3.6083 0.8361 -3.3828
C -2.8076 0.3247 -2.6185
C -1.8994 -0.5581 -1.9663
C -2.1046 -0.7816 -0.5813
C -1.1165 -1.3773 0.1729
C -0.0022 -1.9997 -0.4540
C 0.0804 -1.9646 -1.8797
C -0.8297 -1.2177 -2.6101
Sn -0.3103 1.2778 -0.6148
P 0.3622 1.5782 2.3802
H -3.5617 2.8600 -5.1973
H -6.0134 -0.4325 -3.8891
H -5.1889 3.2362 -7.0378
H -7.5550 0.0713 -5.7788
H -0.7695 -1.1277 -3.7131
H -2.9633 -0.4146 -0.0284
H 0.9086 -2.4021 -2.4282
H -1.1114 -1.5216 1.2488
C 1.6072 1.5509 3.7636
C 1.6764 2.7477 4.7099
H 2.5668 1.3773 3.2419
H 1.3740 0.6708 4.3724
H 2.3262 2.5315 5.5686
H 2.0755 3.6305 4.1908
H 0.6654 2.9422 5.0966
C -0.3096 3.3137 2.1965
C -1.8255 3.3257 1.9420
H 0.2325 3.7731 1.3600
H -0.0908 3.8967 3.1004
H -2.0820 4.1717 1.2809
H -2.1944 2.3917 1.4755
H -2.3074 3.4377 2.9305
C -0.9333 0.5026 3.2022
C -1.4978 0.9334 4.5662
H -0.4093 -0.4551 3.3152
H -1.7505 0.3089 2.4939
H -2.4034 0.3448 4.7991
H -0.7760 0.7749 5.3917
H -1.7874 1.9909 4.5421
Br 1.5440 -1.7684 0.5102
P 3.8082 1.5772 -1.3453
C 3.4060 2.5539 0.1496
C 4.3628 3.6992 0.5509
H 3.3098 1.8230 0.9677
H 2.4326 2.9971 -0.0903
H 3.8242 4.3455 1.2592
H 5.2320 3.3387 1.1052
H 4.6951 4.2829 -0.3255
C 4.3055 -0.1182 -0.9080
C 5.5546 -0.6837 -1.6015
H 3.4215 -0.7063 -1.1918
H 4.4285 -0.0943 0.1880
H 5.8070 -1.6256 -1.1021
H 5.3871 -0.9124 -2.6652
H 6.4185 -0.0147 -1.4854
C 2.5004 1.4527 -2.6124
C 2.4855 2.6610 -3.5670
H 1.4688 1.4020 -2.1963
H 2.6827 0.4995 -3.1466
H 1.7369 2.4801 -4.3467
H 2.1329 3.5666 -3.0544
H 3.4565 2.8358 -4.0496
N 0.2940 -5.9465 -0.0409
C 0.2024 -4.6943 -0.5542
N -0.3203 -3.8798 0.3275
C -0.5602 -4.5987 1.5033
C -1.0787 -4.2450 2.7435
C -1.1786 -5.2041 3.7673
C -0.8396 -6.5447 3.4791
C -0.3804 -6.9284 2.2057
C -0.1847 -5.9242 1.2689
H 0.6042 -6.7562 -0.5545
H 0.6567 -4.4129 -1.4861
H -1.4225 -3.2326 2.9062
H -1.5443 -4.9611 4.7755
H -0.9952 -7.2951 4.2531
H -0.1387 -7.9609 1.9327
*
```